An isolated molecule of C3H9N at a distorted geometry, computed with wB97M-V/def2-TZVPD.

Results
Energy above the lowest of the compared OMol25 structures with the same formula, charge and spin in kcal per mole: 12.96
Maximum force in eV/Å: 3.20
Energy in eV: -4746.5471
Orbital gap in eV: 10.223
Multiplicity: 1
Molecular weight in g/mol: 59.1
LUMO level in hartree: 0.04596
HOMO in eV: -8.97

Last column: Mulliken charge in e.
CARTESIAN COORDINATES (ANGSTROEM)
C: 1.879 -0.148 -0.041  -1.1829
C: 0.492 0.577 -0.013  -0.2984
C: -0.566 -0.457 0.116  -0.5070
N: -1.854 0.139 -0.108  -0.5227
H: 2.772 0.456 -0.267  0.3389
H: 1.843 -0.958 -0.764  0.3259
H: 2.227 -0.578 0.966  0.2812
H: 0.495 1.108 -0.943  0.2738
H: 0.455 1.293 0.774  0.2955
H: -0.437 -1.006 1.040  0.2636
H: -0.475 -1.311 -0.604  0.3405
H: -2.174 0.777 0.574  0.1760
H: -2.560 -0.587 -0.394  0.2157